Density functional theory data (wB97M-V/def2-TZVPD) for the ion C7H17N5 with charge +2 in a non-equilibrium geometry.

Highest occupied orbital energy   -0.64153 Eh
Structure (SMILES)   CC/[NH+]=C(\N=C(/N)CC)NC=[NH2+]

Structure (ORCA input):
```
! RIJCOSX wB97M-V def2-TZVPD def2/J DEFGRID3
* xyz 2 1
C -0.76 2.93 0.82
C -0.42 2.07 -0.38
N 0.94 1.64 -0.22
C 1.38 0.37 -0.23
N 0.69 -0.72 -0.37
C -0.54 -1.06 -0.80
N -0.83 -1.00 -2.08
C -1.60 -1.69 0.29
C -1.24 -1.35 1.71
N 2.73 0.23 0.07
C 3.55 -0.76 0.18
N 3.10 -2.00 0.12
H -1.60 3.64 0.54
H -1.17 2.48 1.76
H 0.07 3.59 1.00
H -0.44 2.78 -1.23
H -0.95 1.18 -0.63
H 1.59 2.39 -0.05
H -0.10 -0.90 -2.78
H -1.53 -1.59 -2.34
H -2.73 -1.39 -0.02
H -1.61 -2.78 0.20
H -1.86 -1.98 2.40
H -1.31 -0.33 2.09
H -0.09 -1.64 1.89
H 3.17 1.15 -0.03
H 4.62 -0.68 0.39
H 2.20 -2.12 -0.05
H 3.72 -2.78 0.38
*
```

Atomic partial charges in e from the Löwdin method, atoms 1 to 2: number 1, C, carries -0.06; number 2, C, carries -0.20

***

Density functional theory data (wB97M-V/def2-TZVPD) for a structure of composition C34H31F9N7O8SiW in a non-equilibrium geometry.

Highest occupied orbital energy   -0.42283 Eh

Structure (ORCA input):
```
! RIJCOSX wB97M-V def2-TZVPD def2/J DEFGRID3
* xyz 1 1
W -0.57 0.64 0.06
C -1.10 4.46 1.98
C -1.65 3.18 1.42
O -0.76 2.31 1.03
C -2.99 2.93 1.37
C -3.52 1.66 1.04
C -4.97 1.37 1.19
N -2.69 0.71 0.69
N -3.20 -0.58 0.66
C -2.23 -1.38 0.96
O -1.04 -0.85 1.27
C -2.39 -2.83 0.91
C -3.56 -3.39 0.38
C -3.65 -4.76 0.22
C -2.58 -5.58 0.57
C -1.43 -5.02 1.11
C -1.33 -3.65 1.28
H -0.01 4.42 1.98
H -1.46 4.62 3.00
H -1.43 5.30 1.38
H -3.67 3.70 1.68
H -5.54 2.30 1.22
H -5.15 0.80 2.10
H -5.32 0.76 0.36
H -4.38 -2.73 0.11
H -4.54 -5.19 -0.21
H -2.65 -6.64 0.41
H -0.60 -5.66 1.39
H -0.43 -3.20 1.68
O -0.24 -4.84 -2.61
C -1.36 -4.24 -2.96
O -2.24 -4.78 -3.58
C -1.53 -2.81 -2.54
C -2.64 -2.05 -2.86
N -2.51 -0.86 -2.26
N -1.38 -0.80 -1.57
C -0.78 -1.98 -1.72
C 0.51 -2.12 -0.98
O 1.21 -3.11 -1.08
O 0.79 -1.07 -0.30
H 0.37 -4.28 -2.08
H -3.49 -2.30 -3.49
H -3.12 -0.06 -2.33
F -1.26 4.96 -2.90
C -1.45 4.12 -1.88
F -2.36 4.69 -1.07
F -0.30 4.06 -1.20
C -1.91 2.70 -2.34
O -1.73 1.70 -1.43
C -1.19 2.37 -3.69
F -1.10 1.04 -3.83
F 0.05 2.87 -3.72
F -1.85 2.84 -4.76
C -3.45 2.76 -2.60
F -4.14 2.75 -1.45
F -3.82 1.64 -3.28
F -3.82 3.82 -3.30
N 8.72 -2.61 4.57
C 7.71 -2.16 4.27
C 6.44 -1.58 3.92
C 5.69 -2.11 2.87
C 4.47 -1.56 2.55
C 3.99 -0.47 3.27
C 4.74 0.07 4.30
C 5.96 -0.49 4.63
N 2.73 0.10 2.94
C 1.89 0.82 3.77
C 0.81 1.15 3.03
N 0.97 0.64 1.76
C 2.12 0.01 1.75
H 6.07 -2.96 2.32
H 3.88 -2.00 1.76
H 4.39 0.94 4.85
H 6.55 -0.08 5.44
H 2.12 1.03 4.80
H -0.06 1.71 3.32
H 2.53 -0.50 0.89
C 3.68 0.23 -1.07
Si 2.24 1.15 -1.89
C 1.91 0.13 -3.45
C 2.82 2.91 -2.18
O 0.83 1.25 -1.00
H 4.46 0.12 -1.83
H 3.42 -0.77 -0.74
H 4.14 0.78 -0.24
H 2.84 -0.33 -3.78
H 1.54 0.73 -4.28
H 1.18 -0.66 -3.27
H 3.67 2.91 -2.86
H 3.14 3.37 -1.24
H 2.04 3.54 -2.61
*
```

Atomic partial charges in e from the Löwdin method, atoms 1 to 2: number 1, W, carries 2.13; number 2, C, carries 0.01

***

Density functional theory data (wB97M-V/def2-TZVPD) for the molecule H3O2PS4 in a non-equilibrium geometry.

Highest occupied orbital energy   -0.33073 Eh
Structure (SMILES)   O[P@@](=S)(OS)SS

Structure (ORCA input):
```
! RIJCOSX wB97M-V def2-TZVPD def2/J DEFGRID3
* xyz 0 1
O -1.64 -0.34 -0.44
P -0.12 -0.31 -0.02
S 0.72 -1.89 0.90
O 0.63 0.06 -1.37
S 0.45 -0.78 -2.83
S 0.13 1.54 0.91
S -0.15 1.33 2.89
H -2.23 -0.71 0.23
H 1.23 0.04 -3.69
H 0.97 1.06 3.43
*
```

Atomic partial charges in e from the Löwdin method, atoms 1 to 2: number 1, O, carries -0.25; number 2, P, carries -0.19

***

Density functional theory data (wB97M-V/def2-TZVPD) for a cluster of 9 separate species, C24H42Br19F3O4S in total in a non-equilibrium geometry.

Highest occupied orbital energy   -0.30938 Eh

Structure (ORCA input):
```
! RIJCOSX wB97M-V def2-TZVPD def2/J DEFGRID3
* xyz 0 1
O -4.92 -0.36 -1.80
C -3.57 -0.41 -2.00
Br -2.75 -2.23 -2.04
C -2.79 1.02 -2.15
O -1.51 1.04 -1.43
S -0.95 2.68 -1.61
O 0.20 2.58 -2.64
O -0.41 3.10 -0.05
C 0.25 4.43 -0.03
C 0.82 4.61 1.53
C 1.97 3.47 1.78
F 1.77 2.50 2.92
C 3.20 3.28 0.97
F 4.38 4.13 1.30
F 3.34 2.25 -0.12
H -2.56 1.35 -3.26
H -3.46 1.89 -1.67
H -0.50 5.30 -0.33
H 1.11 4.47 -0.84
H 1.17 5.70 1.76
H -0.10 4.31 2.22
Br 7.99 5.43 -1.53
C 8.31 4.31 0.03
C 7.96 2.86 -0.25
Br 6.03 2.59 -0.22
H 7.73 4.74 0.86
H 9.37 4.41 0.25
H 8.35 2.21 0.53
H 8.32 2.51 -1.22
Br 5.64 7.83 0.51
C 5.66 7.97 2.45
C 4.79 6.91 3.09
Br 2.90 7.37 2.94
H 5.36 8.99 2.70
H 6.71 7.83 2.74
H 4.98 6.84 4.16
H 4.91 5.92 2.64
Br -5.44 -7.28 -1.10
C -5.25 -5.81 -2.36
C -4.33 -6.19 -3.50
Br -2.46 -6.13 -2.95
H -4.91 -4.94 -1.79
H -6.26 -5.62 -2.73
H -4.41 -5.46 -4.32
H -4.52 -7.19 -3.90
Br 1.13 -2.26 -0.11
C 0.99 -4.04 -0.90
C 1.65 -4.09 -2.26
Br 0.53 -3.26 -3.62
H -0.07 -4.30 -0.92
H 1.50 -4.70 -0.20
H 1.78 -5.13 -2.59
H 2.62 -3.59 -2.29
Br -8.06 3.46 -3.24
C -8.44 2.52 -1.57
C -7.18 2.34 -0.75
Br -6.07 0.90 -1.46
H -8.92 1.58 -1.83
H -9.15 3.16 -1.04
H -7.43 2.03 0.27
H -6.55 3.24 -0.71
Br 0.66 12.24 5.53
C 1.75 12.49 3.94
C 2.42 11.21 3.52
Br 3.95 10.80 4.66
H 2.46 13.30 4.16
H 1.05 12.84 3.17
H 2.83 11.29 2.51
H 1.75 10.34 3.56
Br -7.73 -9.95 -3.55
C -8.10 -10.89 -1.88
C -6.84 -11.07 -1.07
Br -5.74 -12.51 -1.78
H -8.58 -11.84 -2.15
H -8.82 -10.26 -1.36
H -7.09 -11.38 -0.05
H -6.22 -10.18 -1.03
Br 5.64 -3.38 0.17
C 6.03 -1.48 0.41
C 7.49 -1.19 0.15
Br 8.60 -1.75 1.65
H 5.71 -1.22 1.42
H 5.40 -0.97 -0.31
H 7.65 -0.11 0.06
H 7.88 -1.69 -0.74
Br -2.30 -9.34 -0.56
C -2.28 -9.20 1.39
C -3.15 -10.26 2.02
Br -5.04 -9.80 1.87
H -2.58 -8.18 1.64
H -1.23 -9.34 1.67
H -2.96 -10.33 3.10
H -3.03 -11.25 1.57
*
```

Atomic partial charges in e from the Löwdin method, atoms 1 to 2: number 1, O, carries -0.65; number 2, C, carries -0.52

***

Density functional theory data (wB97M-V/def2-TZVPD) for a structure of composition C3H3N3O.

Highest occupied orbital energy   -0.37479 Eh

Structure (ORCA input):
```
! RIJCOSX wB97M-V def2-TZVPD def2/J DEFGRID3
* xyz 0 1
N 1.87 0.56 -0.07
C 0.51 0.28 0.10
N 1.42 1.91 -0.28
N 0.23 1.69 0.08
O -2.26 0.35 0.66
C -1.73 -0.67 0.29
C -0.28 -0.79 0.02
H 2.46 0.07 -0.73
H -2.31 -1.60 0.16
H 0.14 -1.76 -0.24
*
```

Atomic partial charges in e from the Löwdin method, atoms 1 to 2: number 1, N, carries 0.04; number 2, C, carries -0.33

***

Density functional theory data (wB97M-V/def2-TZVPD) for the molecule C5H8O.

Highest occupied orbital energy   -0.31809 Eh

Structure (ORCA input):
```
! RIJCOSX wB97M-V def2-TZVPD def2/J DEFGRID3
* xyz 0 1
O 0.29 -0.57 1.56
C -0.41 0.27 0.66
C 0.56 1.43 0.37
C 1.78 1.26 -0.43
C -0.35 -1.63 -0.97
C -0.85 -0.46 -0.58
H -0.29 -1.31 1.79
H -1.30 0.69 1.15
H 0.73 2.01 1.28
H 0.08 2.16 -0.33
H 1.62 0.36 -1.06
H 0.42 -2.13 -0.38
H -0.68 -2.13 -1.88
H -1.61 0.04 -1.18
*
```

Atomic partial charges in e from the Löwdin method, atoms 1 to 2: number 1, O, carries -0.04; number 2, C, carries -0.42

***

Density functional theory data (wB97M-V/def2-TZVPD) for a structure of composition C19H21NO2 in a non-equilibrium geometry.

Highest occupied orbital energy   -0.32114 Eh

Structure (ORCA input):
```
! RIJCOSX wB97M-V def2-TZVPD def2/J DEFGRID3
* xyz 0 1
C -2.86 -0.91 2.43
O -3.98 -0.89 1.65
C -3.90 -1.10 0.25
C -3.47 -0.07 -0.62
N -2.07 -0.05 -0.60
C -1.23 -0.91 -0.69
O -1.55 -2.06 -0.98
C 0.22 -0.39 -0.61
C 1.11 -1.36 -0.59
C 2.64 -1.31 -0.29
C 3.27 0.08 -0.62
C 4.58 0.03 -0.52
C 5.37 -1.31 0.05
C 4.67 -2.19 0.54
C 3.28 -2.36 0.14
H 2.67 -3.27 0.66
H 5.20 -3.28 1.00
H 6.38 -1.13 0.42
H 5.34 0.93 -0.76
H 2.79 0.75 -0.99
H 0.75 -2.39 -0.77
C 0.41 1.10 -0.01
C 1.03 1.47 1.13
C 1.22 2.73 1.56
C 1.03 3.84 0.20
C 0.61 3.35 -0.81
C 0.28 1.82 -1.11
H -0.08 1.90 -2.11
H 0.25 4.06 -1.42
H 1.26 4.67 0.76
H 1.68 3.05 2.30
H 1.20 0.56 1.68
H -1.72 1.06 -0.10
C -3.91 -0.40 -2.09
H -5.00 -0.39 -2.18
H -3.46 0.74 -2.64
H -3.42 -1.20 -2.57
H -3.99 0.91 0.02
H -3.46 -2.03 0.13
H -5.20 -1.28 0.08
H -3.08 -1.00 3.57
H -2.44 0.05 2.38
H -2.43 -1.85 2.12
*
```

Atomic partial charges in e from the Löwdin method, atoms 1 to 2: number 1, C, carries -0.13; number 2, O, carries -0.21

***

Density functional theory data (wB97M-V/def2-TZVPD) for a structure of composition C2H3CdO3 in a non-equilibrium geometry.

Highest occupied orbital energy (spin up / spin down)   -0.28400 / -0.34716 Eh

Structure (ORCA input):
```
! RIJCOSX wB97M-V def2-TZVPD def2/J DEFGRID3
* xyz 0 2
O -0.66 0.66 0.53
C -0.97 2.00 0.63
Cd -1.40 -1.06 0.66
H -1.79 2.31 -0.04
H -1.26 2.28 1.66
H -0.09 2.63 0.37
O 0.64 -1.03 2.05
C 0.54 -0.17 2.84
O 0.55 0.47 3.81
*
```

Atomic partial charges in e from the Löwdin method, atoms 1 to 2: number 1, O, carries -0.66; number 2, C, carries -0.31

***

Density functional theory data (wB97M-V/def2-TZVPD) for a cluster of 2 separate species, C6H4 in total in a non-equilibrium geometry.

Highest occupied orbital energy (spin up / spin down)   -0.29111 / -0.29111 Eh

Structure (ORCA input):
```
! RIJCOSX wB97M-V def2-TZVPD def2/J DEFGRID3
* xyz 0 1
C -2.07 0.38 -0.16
C -1.31 1.41 -0.32
C -1.97 -0.95 0.13
C -0.65 -1.14 0.11
C 0.41 -0.15 0.09
C -0.06 1.27 0.16
H -2.77 -1.60 0.29
H 0.99 -0.20 0.92
H 0.82 -0.45 -0.88
H 0.91 2.14 0.80
*
```

Atomic partial charges in e from the Löwdin method, atoms 1 to 2: number 1, C, carries 0.05; number 2, C, carries -0.07

***

Density functional theory data (wB97M-V/def2-TZVPD) for the ion C3H7N4 with charge +1 in a non-equilibrium geometry.

Highest occupied orbital energy   -0.45084 Eh
Structure (SMILES)   NC(N)=C=NC=[NH2+]

Structure (ORCA input):
```
! RIJCOSX wB97M-V def2-TZVPD def2/J DEFGRID3
* xyz 1 1
N -2.35 -1.26 -0.01
C -1.43 -0.29 0.03
N -2.05 0.95 0.23
C -0.21 -0.18 -0.55
N 0.94 -0.02 -0.11
C 2.12 0.47 0.05
N 3.28 -0.17 -0.03
H -2.11 -2.21 -0.28
H -3.22 -0.84 -0.43
H -1.49 1.62 0.64
H -3.07 1.01 0.43
H 2.03 1.52 0.19
H 4.06 0.54 -0.09
H 3.50 -1.13 -0.08
*
```

Atomic partial charges in e from the Löwdin method, atoms 1 to 2: number 1, N, carries 0.15; number 2, C, carries -0.38

***

Density functional theory data (wB97M-V/def2-TZVPD) for a cluster of 2 separate species, C3H7INP in total in a non-equilibrium geometry.

Highest occupied orbital energy   -0.27834 Eh

Structure (ORCA input):
```
! RIJCOSX wB97M-V def2-TZVPD def2/J DEFGRID3
* xyz 0 1
C -0.19 -1.28 0.39
C 0.42 -1.50 -0.99
C 0.27 -0.16 -0.45
N 0.76 1.06 -0.07
P 0.52 1.96 1.39
I -2.49 1.38 -1.25
H -1.20 -1.54 0.45
H 0.39 -1.55 1.29
H 1.54 -1.76 -1.13
H -0.14 -1.76 -1.85
H 0.95 1.55 -0.90
H -0.60 2.74 1.04
H -0.23 0.86 2.07
*
```

Atomic partial charges in e from the Löwdin method, atoms 1 to 2: number 1, C, carries -0.11; number 2, C, carries -0.06

***

Density functional theory data (wB97M-V/def2-TZVPD) for a structure of composition C29H25BF6N9O11S4Y in a non-equilibrium geometry.

Highest occupied orbital energy   -0.10462 Eh

Structure (ORCA input):
```
! RIJCOSX wB97M-V def2-TZVPD def2/J DEFGRID3
* xyz -2 1
Y 0.14 0.44 -0.33
O -3.66 -2.28 -3.18
C -4.00 -3.00 -2.10
C -4.81 -4.11 -2.32
C -5.27 -4.88 -1.27
C -4.94 -4.53 0.04
C -4.13 -3.43 0.25
C -3.62 -2.66 -0.79
C -2.73 -1.48 -0.52
O -1.95 -1.04 -1.45
N -2.83 -0.96 0.66
N -2.04 0.20 0.75
C -2.43 0.92 1.74
C -2.07 2.30 1.96
C -2.56 2.92 3.11
C -2.41 4.27 3.33
C -1.79 5.03 2.33
C -1.30 4.45 1.18
C -1.37 3.05 0.97
O -0.83 2.51 -0.07
H -2.96 -1.64 -2.94
H -5.06 -4.35 -3.35
H -5.89 -5.75 -1.47
H -5.30 -5.12 0.87
H -3.89 -3.13 1.27
H -3.17 0.49 2.40
H -3.07 2.30 3.85
H -2.78 4.74 4.24
H -1.67 6.11 2.46
H -0.81 5.04 0.42
O 3.15 -4.81 1.43
C 1.90 -5.03 1.76
O 1.51 -6.09 2.21
C 0.95 -3.90 1.57
C -0.39 -3.96 1.89
N -0.91 -2.75 1.64
N -0.01 -1.89 1.17
C 1.13 -2.57 1.11
C 2.33 -1.82 0.64
O 3.43 -2.42 0.63
O 2.13 -0.62 0.35
H 3.28 -3.86 1.07
H -0.98 -4.79 2.26
H -1.87 -2.43 1.65
F 1.81 -3.87 -2.57
C 1.06 -3.20 -3.44
F 0.43 -4.07 -4.24
F 1.86 -2.46 -4.19
S -0.20 -2.24 -2.50
O 0.67 -1.38 -1.68
O -0.88 -3.36 -1.93
N -0.82 -1.43 -3.77
S -0.72 0.15 -3.87
O -0.58 0.89 -2.62
O -1.66 0.66 -4.82
C 0.87 0.49 -4.72
F 0.90 -0.18 -5.88
F 0.91 1.80 -5.00
F 1.93 0.18 -4.01
C 2.53 -0.93 3.48
N 3.22 0.16 2.82
C 4.58 0.18 2.56
C 4.82 1.33 1.91
N 3.62 2.02 1.78
B 3.67 3.53 1.38
N 2.55 4.04 0.40
C 2.13 5.36 0.47
C 1.33 5.62 -0.58
N 1.24 4.44 -1.29
C 0.39 4.19 -2.45
C 2.01 3.49 -0.71
S 2.23 1.92 -1.36
C 2.64 1.29 2.34
S 0.96 1.62 2.38
H 3.00 -1.87 3.21
H 1.49 -0.92 3.15
H 2.55 -0.81 4.57
H 5.22 -0.66 2.78
H 5.73 1.73 1.50
H 3.56 4.22 2.38
H 4.76 3.70 0.84
H 2.44 5.99 1.29
H 0.78 6.51 -0.86
H -0.19 5.10 -2.64
H -0.28 3.37 -2.24
H 1.00 3.94 -3.32
*
```

Atomic partial charges in e from the Löwdin method, atoms 1 to 2: number 1, Y, carries 1.36; number 2, O, carries 0.06

***

Molecular weight across the listed records, respectively: 171.25; 1048.57; 194.26; 2001.83; 97.08; 84.12; 295.38; 187.46; 76.10; 99.12; 214.97; 1017.55 g/mol.
Relative energy (zero: lowest compared OMol25 entry of this formula, charge and spin) across the listed records, respectively: 12.5; 65.2; 0.0; 582.8; 393.1; 477.9; 1552.0; 5.1; 463.3; 240.1; 264.2; 120.7 kJ/mol.
Calculated total energy across the listed records, respectively: -550.089986; -3554.868208; -2086.415062; -50844.173011; -355.490176; -270.375865; -941.293402; -471.396037; -230.700236; -337.212811; -812.187702; -4696.178208 Eh.